1.
Density functional theory data (ωB97M-V/def2-TZVPD) for an isolated ion of composition C53H72N17O8 and charge +1 at a distorted geometry.

Its total charge is +1. As for the relative energy (zero: lowest compared OMol25 entry of this formula, charge and spin): 64.43 kJ/mol. The total energy is -97837.6285 eV.

Positions of all 150 atoms, in Å:
C 0.792 3.932 -3.552
C 0.883 2.883 -2.981
C 1.091 1.641 -2.254
H 0.216 1.407 -1.638
H 1.262 0.831 -2.978
O 2.190 1.715 -1.353
C 3.442 1.808 -2.008
C 4.544 1.530 -0.976
O 4.280 2.121 0.278
C 4.529 3.509 0.346
C 4.081 4.009 1.721
O 2.684 4.014 1.906
C 1.960 4.979 1.169
H 2.630 5.618 0.587
C 0.948 4.298 0.230
N -0.171 3.760 0.965
C -0.190 2.652 1.700
N -1.222 2.472 2.495
C -1.207 1.370 3.262
N -2.212 1.194 4.126
C -3.490 1.820 3.897
C -4.338 0.888 2.990
N -3.903 -0.481 3.183
C -3.499 -1.363 2.239
O -2.877 -2.362 2.526
C -4.020 -1.112 0.807
N -3.250 -0.088 0.144
C -3.622 0.600 -0.957
C -2.577 1.467 -1.192
N -1.648 1.244 -0.238
N -2.059 0.319 0.551
C -2.428 2.527 -2.234
N -2.378 1.910 -3.555
H -2.089 2.594 -4.245
H -3.304 1.580 -3.814
C -3.570 3.568 -2.106
C -3.641 4.135 -0.721
C -4.553 3.645 0.206
C -4.597 4.134 1.495
C -3.714 5.133 1.893
C -2.806 5.644 0.971
C -2.778 5.147 -0.323
H -2.082 5.563 -1.037
H -2.147 6.453 1.258
O -3.777 5.564 3.176
H -3.176 6.305 3.319
H -5.323 3.774 2.205
H -5.257 2.881 -0.092
H -3.387 4.365 -2.831
H -4.517 3.085 -2.358
H -1.471 3.028 -2.065
H -4.548 0.422 -1.460
C -4.041 -2.414 -0.016
C -2.655 -2.949 -0.383
C -1.964 -2.124 -1.450
O -0.906 -1.555 -1.288
O -2.622 -2.117 -2.588
H -2.114 -1.615 -3.342
H -2.780 -3.952 -0.795
H -2.028 -3.014 0.502
H -4.611 -2.245 -0.932
H -4.559 -3.166 0.580
H -5.055 -0.749 0.890
C -3.566 -0.769 4.565
C -2.290 0.001 4.944
H -2.312 0.288 5.999
H -1.401 -0.595 4.747
H -3.410 -1.843 4.664
H -4.413 -0.468 5.185
H -5.400 0.981 3.249
H -4.201 1.188 1.954
H -3.333 2.781 3.412
H -3.975 1.973 4.863
N -0.235 0.454 3.243
C 0.732 0.595 2.362
N 0.819 1.738 1.609
N 1.637 -0.374 2.248
H 1.573 1.879 0.946
C 2.570 -0.470 1.149
C 1.907 -1.199 -0.026
N 1.385 -2.478 0.404
C 1.354 -3.615 -0.307
O 0.748 -4.605 0.069
C 2.166 -3.745 -1.620
N 1.788 -2.769 -2.612
C 0.652 -2.759 -3.340
C 0.745 -1.621 -4.116
N 1.917 -1.025 -3.811
N 2.530 -1.714 -2.921
C -0.170 -1.012 -5.129
N -1.492 -0.763 -4.528
H -1.494 0.137 -4.043
H -2.188 -0.712 -5.265
C -0.249 -1.838 -6.426
H -0.969 -1.351 -7.089
C -0.599 -3.326 -6.322
C -2.034 -3.571 -5.862
H -2.253 -4.636 -5.888
H -2.735 -3.069 -6.526
H -2.197 -3.216 -4.850
C -0.382 -3.976 -7.689
H -1.037 -3.526 -8.432
H -0.601 -5.040 -7.642
H 0.646 -3.854 -8.020
H 0.087 -3.798 -5.612
H 0.732 -1.759 -6.901
H 0.296 -0.053 -5.410
H -0.095 -3.517 -3.245
H 1.848 -4.721 -2.011
C 3.699 -3.761 -1.391
C 4.092 -3.694 0.046
C 4.899 -2.787 0.673
C 4.935 -3.134 2.054
C 5.550 -2.582 3.178
C 5.336 -3.177 4.401
C 4.525 -4.309 4.529
C 3.905 -4.876 3.436
C 4.116 -4.280 2.199
N 3.636 -4.606 0.963
H 2.999 -5.361 0.769
H 3.280 -5.750 3.533
H 4.385 -4.746 5.506
H 5.805 -2.769 5.284
H 6.180 -1.710 3.084
H 5.424 -1.977 0.206
H 4.107 -4.673 -1.836
H 4.140 -2.911 -1.913
C 0.546 -2.405 1.590
C 1.288 -1.701 2.725
H 2.206 -2.230 2.988
H 0.644 -1.620 3.597
H -0.354 -1.825 1.357
H 0.263 -3.419 1.870
H 1.073 -0.599 -0.407
H 2.643 -1.328 -0.816
H 3.427 -1.049 1.503
H 2.926 0.509 0.837
H -0.979 4.356 1.107
H 0.557 5.029 -0.480
H 1.447 3.504 -0.329
H 1.418 5.611 1.886
H 4.461 3.328 2.484
H 4.496 5.012 1.890
H 3.991 4.042 -0.449
H 5.605 3.705 0.225
H 5.509 1.867 -1.374
H 4.594 0.458 -0.779
H 3.555 2.808 -2.452
H 3.507 1.064 -2.810
H 0.682 4.831 -4.083

Atom charges from the Löwdin analysis, given in e for atoms 1 to 6: C 0.138; C -0.113; C -0.210; H 0.100; H 0.096; O -0.183


2.
Density functional theory data (ωB97M-V/def2-TZVPD) for C53H76N8ORbS as an isolated structure at a distorted geometry.

Its total charge is -1. As for the relative energy (zero: lowest compared OMol25 entry of this formula, charge and spin): 88.21 kJ/mol. The total energy is -81653.7088 eV.

Positions of all 140 atoms, in Å:
Rb 0.421 0.046 -0.175
C 0.304 -4.537 0.198
C -0.272 -4.285 -1.080
C -1.661 -4.033 -0.855
C -1.878 -4.132 0.556
C -0.665 -4.438 1.203
C -0.492 -4.674 2.691
C 0.987 -4.673 3.080
C -1.093 -6.032 3.086
C -1.198 -3.573 3.494
C -2.842 -3.799 -1.809
C -2.994 -4.956 -2.814
C -2.767 -2.451 -2.559
C -4.161 -3.752 -1.028
C 0.601 -4.455 -2.335
C 0.586 -5.929 -2.774
C 0.235 -3.579 -3.539
C 2.055 -4.075 -2.022
H 1.340 -4.799 0.366
H -2.839 -4.055 1.052
H 1.551 -5.393 2.482
H 1.102 -4.948 4.135
H 1.433 -3.683 2.936
H -0.550 -6.844 2.594
H -2.137 -6.092 2.770
H -1.042 -6.187 4.172
H -0.849 -2.584 3.181
H -0.999 -3.688 4.566
H -2.281 -3.606 3.345
H -2.158 -5.029 -3.505
H -3.908 -4.836 -3.409
H -3.052 -5.903 -2.271
H -1.816 -2.293 -3.059
H -2.925 -1.627 -1.856
H -3.562 -2.380 -3.312
H -4.355 -4.696 -0.513
H -4.985 -3.564 -1.726
H -4.155 -2.951 -0.285
H -0.424 -6.250 -3.036
H 0.932 -6.562 -1.954
H 1.238 -6.090 -3.643
H -0.747 -3.790 -3.953
H 0.967 -3.745 -4.336
H 0.280 -2.519 -3.278
H 2.502 -4.714 -1.259
H 2.107 -3.039 -1.684
H 2.665 -4.162 -2.927
C 2.485 -2.076 1.071
N 3.073 -1.545 2.292
C 4.451 -1.906 2.580
C 4.823 -0.903 3.664
N 3.913 0.204 3.406
C 3.758 1.216 4.431
C 2.857 -0.214 2.613
N 1.839 0.411 2.162
C 1.582 1.828 2.314
C 0.392 2.136 3.229
N -0.846 2.102 2.465
C -1.960 2.566 2.867
N -3.103 2.519 2.062
C -3.179 1.492 1.038
C -4.279 2.765 2.863
C -3.715 3.632 3.971
N -2.358 3.124 4.093
C -1.479 3.899 4.941
H 2.771 -3.120 0.973
H 2.846 -1.526 0.193
H 1.398 -2.041 1.119
H 5.082 -1.795 1.691
H 4.520 -2.936 2.929
H 5.864 -0.581 3.600
H 4.652 -1.317 4.666
H 4.239 0.864 5.347
H 2.706 1.385 4.659
H 4.210 2.171 4.159
H 1.296 2.216 1.329
H 2.453 2.407 2.631
H 0.588 3.108 3.686
H 0.374 1.386 4.029
H -2.263 1.485 0.461
H -4.017 1.712 0.372
H -3.306 0.493 1.468
H -4.705 1.834 3.260
H -5.051 3.273 2.284
H -4.251 3.520 4.914
H -3.723 4.693 3.691
H -2.039 4.179 5.834
H -1.128 4.819 4.456
H -0.621 3.323 5.266
O -1.652 -1.241 0.586
H -1.694 -2.226 0.669
H -1.610 -1.129 -0.370
N -1.264 1.817 -1.814
S -1.897 3.247 -1.826
C -3.255 3.357 -2.990
C -4.502 3.720 -2.519
C -5.581 3.755 -3.400
C -5.396 3.415 -4.730
C -4.136 3.043 -5.192
C -3.058 3.014 -4.322
C -0.794 4.380 -2.680
C 0.477 3.935 -3.000
C 1.353 4.810 -3.639
C 0.956 6.105 -3.932
C -0.322 6.543 -3.590
C -1.203 5.680 -2.961
H -1.040 1.491 -2.757
H -4.631 3.968 -1.470
H -6.562 4.039 -3.042
H -6.236 3.431 -5.412
H -3.995 2.775 -6.232
H -2.069 2.733 -4.674
H 0.782 2.921 -2.766
H 2.340 4.457 -3.910
H 1.640 6.781 -4.431
H -0.632 7.555 -3.820
H -2.206 6.008 -2.708
C 1.102 1.366 -6.126
C 2.412 1.655 -5.742
C 2.900 1.305 -4.493
C 2.087 0.645 -3.532
C 0.773 0.324 -3.967
C 0.297 0.681 -5.219
N 2.457 0.388 -2.250
C 3.758 0.117 -1.918
C 4.247 0.552 -0.667
C 5.510 0.203 -0.210
C 6.359 -0.582 -0.985
C 5.901 -1.010 -2.232
C 4.637 -0.674 -2.692
H 0.733 1.642 -7.106
H 3.069 2.171 -6.435
H 3.920 1.551 -4.219
H 0.145 -0.251 -3.293
H -0.711 0.392 -5.503
H 3.592 1.162 -0.053
H 5.836 0.557 0.763
H 7.345 -0.853 -0.631
H 6.539 -1.631 -2.852
H 4.290 -1.040 -3.652

Atom charges from the Löwdin analysis, given in e for atoms 1 to 6: Rb 0.875; C -0.064; C -0.137; C -0.161; C -0.113; C -0.240


3.
Density functional theory data (ωB97M-V/def2-TZVPD) for a 11-piece molecular cluster, C53H82BBrN14O3P overall at a distorted geometry.

Its total charge is +1. The total energy is -163293.0315 eV.

Positions of all 155 atoms, in Å:
C 1.023 3.315 6.155
C -0.471 3.021 5.734
C -0.622 2.604 4.206
Br 0.913 3.229 3.166
N -0.945 1.162 4.008
C -0.055 0.209 4.769
C 0.458 -1.005 3.910
P 1.553 -2.180 4.918
C 1.636 -3.717 3.843
C 0.609 -2.649 6.487
C 1.204 -1.747 7.659
N 1.085 -0.529 2.674
C 2.352 0.186 2.876
C 3.622 -0.728 2.614
O 4.380 -1.002 3.776
C 4.585 0.040 1.636
N 5.433 1.001 2.380
C 0.114 0.197 1.837
B -0.313 -0.857 0.661
N -1.428 -1.824 0.748
O 0.472 -0.891 -0.523
C -1.153 0.752 2.565
O -1.752 1.737 1.790
H 1.721 2.524 5.827
H 1.352 4.308 5.799
H 1.125 3.360 7.259
H -1.042 3.937 5.959
H -0.836 2.235 6.420
H -1.495 3.185 3.857
H -1.868 1.045 4.433
H -0.636 -0.223 5.611
H 0.822 0.693 5.224
H -0.437 -1.616 3.628
H 0.983 -3.663 2.946
H 1.259 -4.571 4.445
H 2.677 -3.947 3.570
H -0.475 -2.479 6.337
H 0.845 -3.713 6.675
H 1.826 -2.396 8.294
H 0.343 -1.336 8.211
H 1.816 -0.954 7.192
H 2.479 1.023 2.161
H 2.491 0.631 3.885
H 3.296 -1.699 2.193
H 3.929 -0.718 4.569
H 5.283 -0.710 1.205
H 4.012 0.515 0.819
H 5.625 1.814 1.803
H 6.341 0.590 2.560
H 0.566 1.053 1.289
H -2.302 -1.367 0.484
H -1.569 -2.112 1.718
H 0.270 -0.138 -1.085
H -1.886 -0.079 2.608
H -1.092 2.311 1.385
N 2.999 3.906 0.516
C 2.552 3.045 -0.453
C 3.403 3.138 -1.524
C 4.404 4.087 -1.188
C 4.130 4.542 0.078
H 2.561 4.041 1.407
H 1.671 2.444 -0.297
H 3.318 2.584 -2.446
H 5.231 4.399 -1.804
H 4.638 5.259 0.700
N -5.047 -5.619 0.250
C -4.900 -5.425 -1.097
C -3.871 -4.538 -1.284
C -3.375 -4.186 -0.005
C -4.118 -4.871 0.925
H -5.729 -6.218 0.677
H -5.538 -5.932 -1.803
H -3.514 -4.182 -2.238
H -2.565 -3.508 0.202
H -4.069 -4.890 2.001
N -2.532 -2.559 -5.809
C -1.234 -2.856 -6.139
C -0.479 -2.768 -4.998
C -1.352 -2.409 -3.939
C -2.612 -2.290 -4.470
H -3.305 -2.541 -6.449
H -0.963 -3.101 -7.153
H 0.582 -2.943 -4.931
H -1.087 -2.257 -2.905
H -3.554 -2.038 -4.012
N -1.504 -5.976 5.773
C -2.030 -5.801 7.025
C -1.723 -6.911 7.770
C -0.980 -7.786 6.937
C -0.858 -7.183 5.712
H -1.579 -5.323 5.016
H -2.575 -4.906 7.277
H -2.001 -7.075 8.798
H -0.580 -8.750 7.206
H -0.372 -7.506 4.807
N 5.987 1.349 -1.208
C 5.566 0.530 -2.221
C 6.370 0.757 -3.308
C 7.316 1.746 -2.935
C 7.057 2.089 -1.633
H 5.576 1.397 -0.296
H 4.732 -0.139 -2.081
H 6.289 0.267 -4.264
H 8.099 2.158 -3.551
H 7.538 2.795 -0.976
N 1.522 4.884 -4.107
C 0.208 4.511 -4.197
C -0.176 4.630 -5.509
C 0.951 5.087 -6.238
C 1.984 5.232 -5.346
H 2.063 4.899 -3.260
H -0.339 4.197 -3.323
H -1.157 4.412 -5.900
H 1.000 5.286 -7.296
H 3.003 5.553 -5.487
N -2.518 -0.352 -8.234
C -2.076 0.939 -8.152
C -2.557 1.619 -9.241
C -3.325 0.705 -10.007
C -3.284 -0.504 -9.359
H -2.312 -1.076 -7.569
H -1.457 1.260 -7.330
H -2.378 2.659 -9.463
H -3.848 0.909 -10.927
H -3.732 -1.454 -9.601
N 3.754 6.985 6.287
C 3.638 7.852 7.340
C 4.348 7.333 8.392
C 4.918 6.110 7.956
C 4.537 5.922 6.653
H 3.331 7.111 5.387
H 3.061 8.758 7.250
H 4.448 7.783 9.366
H 5.539 5.444 8.533
H 4.753 5.128 5.957
N -4.773 4.125 -7.858
C -3.742 5.021 -7.914
C -4.246 6.264 -7.623
C -5.634 6.109 -7.379
C -5.929 4.777 -7.529
H -4.692 3.138 -8.033
H -2.742 4.701 -8.155
H -3.681 7.181 -7.590
H -6.337 6.884 -7.122
H -6.858 4.241 -7.431
N -5.833 -9.136 -4.844
C -4.813 -8.228 -4.933
C -5.331 -6.986 -4.669
C -6.715 -7.153 -4.407
C -6.994 -8.491 -4.520
H -5.742 -10.123 -4.994
H -3.811 -8.543 -5.175
H -4.777 -6.061 -4.664
H -7.426 -6.380 -4.162
H -7.916 -9.036 -4.399

Atom charges from the Löwdin analysis, given in e for atoms 1 to 6: C -0.155; C -0.209; C -0.542; Br 0.961; N -0.030; C -0.089


| no. | HOMO level (hartree) |
| --- | --- |
| 1 | -0.3541 |
| 2 | -0.1258 |
| 3 | -0.3351 |